No. 1
Density functional theory data (wB97M-V/def2-TZVPD) for a 3-piece molecular cluster, C11H24N2O5S overall.

```
43
Properties=species:S:1:pos:R:3:nbo_charge:R:1
C -0.61 -2.55 0.75 -0.62
C 0.70 -2.01 0.16 -0.25
C 0.49 -1.50 -1.27 -0.60
C 1.30 -0.92 1.06 -0.07
O 2.52 -1.42 1.67 -0.51
C 3.57 -0.60 1.76 0.99
O 4.71 -0.97 1.75 -0.55
O 3.25 0.75 1.81 -0.69
S 2.71 1.23 3.34 0.32
H -0.40 -3.28 1.54 0.21
H -1.21 -1.75 1.19 0.24
H -1.20 -3.05 -0.03 0.20
H 1.42 -2.83 0.12 0.22
H 0.18 -2.33 -1.90 0.21
H -0.25 -0.70 -1.32 0.21
H 1.44 -1.14 -1.68 0.20
H 1.51 -0.02 0.49 0.20
H 0.60 -0.69 1.87 0.19
H 1.51 0.63 3.32 0.09
C -6.01 -1.28 0.25 -0.40
N -4.72 -0.69 0.53 -0.42
C -4.18 0.32 -0.37 -0.42
C -3.99 -1.05 1.60 0.53
O -2.90 -0.58 1.87 -0.64
H -6.00 -1.78 -0.72 0.20
H -6.79 -0.51 0.23 0.20
H -6.26 -2.01 1.01 0.21
H -3.23 -0.01 -0.78 0.22
H -4.01 1.25 0.17 0.22
H -4.89 0.49 -1.17 0.20
H -4.47 -1.82 2.22 0.11
C 3.89 2.75 -0.63 -0.40
N 2.80 2.63 -1.58 -0.43
C 3.05 2.04 -2.88 -0.42
C 1.55 3.03 -1.28 0.53
O 0.60 2.94 -2.04 -0.63
H 4.69 3.37 -1.04 0.19
H 4.30 1.77 -0.40 0.20
H 3.53 3.20 0.29 0.21
H 2.80 2.74 -3.67 0.21
H 2.43 1.15 -3.02 0.21
H 4.10 1.76 -2.95 0.20
H 1.46 3.46 -0.27 0.11
```

Results
total charge	0
electronic energy	-1317.398768	Ha
SMILES string	CC(C)COC(=O)OS.CN(C)C=O.CN(C)C=O
relative energy (zero: lowest compared OMol25 entry of this formula, charge and spin)	1.0663	eV
2S+1	1
LUMO energy	0.32	eV

No. 2
Density functional theory data (wB97M-V/def2-TZVPD) for C23H40ClMoN5 as an isolated structure in a non-equilibrium geometry.

```
70
Properties=species:S:1:pos:R:3:nbo_charge:R:1
Mo 0.63 -1.11 -0.97 -0.01
Cl -0.15 0.25 -2.70 -0.60
C 2.69 -4.44 0.47 -0.21
C 1.95 -2.58 -0.52 0.25
N 1.63 -3.86 -0.19 -0.43
H 4.63 -3.56 1.06 0.20
N 3.20 -2.35 -0.02 -0.43
H 2.69 -5.47 0.80 0.21
C 0.26 -4.35 -0.24 0.11
C 0.26 -5.81 -0.66 -1.05
C -0.36 -4.26 1.15 -0.68
H 0.77 -6.44 0.09 0.20
H -0.78 -6.15 -0.73 0.20
H 0.74 -5.96 -1.63 0.21
H -1.39 -3.88 -1.54 0.22
H 0.14 -3.27 -2.15 0.25
H -0.29 -3.25 1.58 0.26
C -0.45 -3.42 -1.23 -0.61
H 0.12 -4.97 1.84 0.20
H -1.43 -4.52 1.08 0.20
H -0.79 -2.46 -0.73 0.23
C 3.67 -3.49 0.58 -0.12
C 3.76 -0.66 1.62 -0.65
H 4.67 -1.06 2.08 0.19
H 3.73 0.42 1.76 0.21
C 3.72 -0.99 0.12 0.13
H 3.22 0.84 -0.90 0.22
C 5.11 -0.90 -0.48 -0.67
H 5.07 -1.09 -1.56 0.21
H 2.89 -1.08 2.15 0.26
H 1.85 0.18 -0.01 0.30
H 5.82 -1.59 -0.02 0.20
H 5.48 0.13 -0.34 0.20
C 2.73 -0.11 -0.66 -0.68
H 2.44 -0.55 -1.67 0.27
C -3.66 3.57 -0.74 -0.10
N -3.22 2.47 -0.01 -0.42
H -2.69 5.53 -1.00 0.20
N -1.74 4.00 0.25 -0.43
H -4.57 3.57 -1.31 0.21
C -3.70 1.08 -0.13 0.12
C -5.03 0.89 0.57 -0.62
C -3.78 0.74 -1.61 -0.64
H -5.82 1.48 0.10 0.19
H -5.30 -0.17 0.51 0.21
H -4.97 1.16 1.63 0.21
H -2.93 -0.78 0.70 0.20
H -2.35 0.68 1.53 0.26
H -2.78 0.78 -2.06 0.26
C -2.62 0.26 0.56 -0.63
H -4.46 1.43 -2.13 0.18
H -4.17 -0.28 -1.72 0.21
H -1.72 0.27 -0.06 0.24
C -2.72 4.53 -0.59 -0.12
C 0.34 4.02 -0.99 -0.63
H -0.11 4.55 -1.84 0.20
H 1.40 4.28 -0.95 0.20
C -0.34 4.44 0.31 0.13
H 1.32 3.84 1.52 0.19
C -0.27 5.95 0.44 -0.63
H -0.75 6.30 1.35 0.21
H 0.25 2.93 -1.16 0.26
H -0.01 2.64 1.48 0.29
H -0.71 6.45 -0.42 0.20
H 0.79 6.24 0.48 0.21
C 0.24 3.71 1.51 -0.63
H -0.17 4.13 2.43 0.20
C -2.10 2.77 0.65 0.15
N -0.03 -0.75 2.20 -0.67
C 0.18 -0.91 1.04 0.01
```

Results
total charge	-2
electronic energy	-1702.367793	Ha
⟨S²⟩	2.0126
relative energy (zero: lowest compared OMol25 entry of this formula, charge and spin)	0.4014	eV
2S+1	3
LUMO energy (spin up / spin down)	4.30 / 4.19	eV

No. 3
Density functional theory data (wB97M-V/def2-TZVPD) for a 2-piece molecular cluster, C11H15N overall in a non-equilibrium geometry.

```
27
Properties=species:S:1:pos:R:3:nbo_charge:R:1
C 1.31 2.59 -0.01 -0.64
C 1.79 1.37 -0.69 -0.08
C 2.87 1.39 -1.48 -0.03
N 3.20 -0.01 -1.99 -0.59
C 2.19 -0.81 -1.32 0.14
C 2.02 -2.20 -1.52 -0.24
C 0.99 -2.77 -0.78 -0.20
C 0.02 -1.97 -0.07 -0.24
C 0.14 -0.62 -0.04 -0.20
C 1.31 0.00 -0.60 -0.04
H 2.06 3.33 0.21 0.22
H 1.02 2.49 1.02 0.22
H 0.55 2.88 -0.61 0.22
H 3.41 2.25 -1.91 0.21
H 4.15 -0.47 -1.77 0.40
H 2.80 -2.86 -1.95 0.22
H 0.71 -3.83 -0.88 0.21
H -0.76 -2.38 0.35 0.20
H -0.50 0.03 0.61 0.21
C -3.51 -0.33 1.15 -0.60
C -3.80 0.72 2.24 -0.60
H -3.24 -1.17 1.70 0.20
H -4.27 -0.62 0.47 0.21
H -2.62 -0.05 0.52 0.20
H -4.61 0.43 2.83 0.20
H -4.26 1.55 1.76 0.20
H -2.99 1.04 2.77 0.20
```

Results
total charge	0
electronic energy	-482.833389	Ha
SMILES string	Cc1c[nH]c2ccccc12.CC
relative energy (zero: lowest compared OMol25 entry of this formula, charge and spin)	2.2255	eV
2S+1	1
LUMO energy	0.95	eV

No. 4
Density functional theory data (wB97M-V/def2-TZVPD) for a 9-piece molecular cluster, C27H72O27S9 overall in a non-equilibrium geometry.

```
135
Properties=species:S:1:pos:R:3:lowdin_charge:R:1
C -34.56 5.50 -15.37 -0.06
C -35.21 4.61 -16.39 -0.26
O -36.64 4.58 -16.17 -0.27
S -37.45 3.37 -16.87 0.61
C -37.03 2.03 -15.69 -0.10
O -38.86 3.68 -16.78 -0.29
O -36.91 3.06 -18.17 -0.29
H -34.85 5.15 -14.37 0.09
H -34.77 6.56 -15.45 0.07
H -33.48 5.32 -15.35 0.08
H -35.05 4.89 -17.43 0.12
H -34.85 3.57 -16.39 0.11
H -37.02 2.42 -14.67 0.07
H -36.06 1.63 -15.96 0.06
H -37.78 1.25 -15.77 0.07
C -28.48 5.59 -11.73 -0.05
C -29.84 5.16 -11.19 -0.30
O -29.69 4.06 -10.30 -0.24
S -31.00 3.14 -10.05 0.61
C -32.03 4.25 -9.06 -0.11
O -31.66 2.87 -11.29 -0.27
O -30.58 2.05 -9.21 -0.28
H -27.78 5.74 -10.91 0.08
H -28.55 6.45 -12.39 0.04
H -28.09 4.85 -12.43 0.09
H -30.36 5.97 -10.65 0.10
H -30.55 5.05 -12.01 0.12
H -32.70 3.58 -8.53 0.05
H -32.57 4.92 -9.72 0.04
H -31.40 4.86 -8.41 0.08
C -34.90 10.72 -11.16 -0.06
C -33.79 9.82 -10.68 -0.24
O -32.90 9.37 -11.73 -0.28
S -33.37 8.07 -12.61 0.63
C -31.81 7.89 -13.50 -0.10
O -33.51 6.88 -11.80 -0.29
O -34.45 8.47 -13.48 -0.28
H -34.56 11.74 -11.37 0.08
H -35.77 10.81 -10.51 0.08
H -35.30 10.36 -12.11 0.06
H -33.23 10.22 -9.84 0.12
H -34.25 8.95 -10.19 0.10
H -31.68 8.71 -14.21 0.04
H -31.88 6.89 -13.90 0.07
H -30.99 7.95 -12.79 0.06
C -24.37 7.58 -15.29 -0.06
C -25.65 8.43 -15.39 -0.28
O -26.73 7.52 -15.08 -0.26
S -28.22 8.23 -15.09 0.65
C -28.44 8.25 -16.86 -0.11
O -29.15 7.28 -14.53 -0.29
O -28.11 9.60 -14.64 -0.28
H -24.19 6.99 -16.19 0.08
H -24.53 6.83 -14.51 0.08
H -23.52 8.21 -15.02 0.08
H -25.52 9.25 -14.69 0.11
H -25.75 8.85 -16.39 0.11
H -29.50 8.36 -17.08 0.08
H -27.99 7.37 -17.30 0.08
H -27.93 9.12 -17.27 0.07
C -36.32 5.71 -5.66 -0.06
C -36.02 4.63 -6.69 -0.30
O -36.82 4.87 -7.84 -0.26
S -36.08 4.81 -9.30 0.65
C -35.42 6.50 -9.34 -0.09
O -35.03 3.81 -9.25 -0.29
O -37.11 4.70 -10.29 -0.27
H -37.37 5.64 -5.37 0.08
H -36.12 6.68 -6.11 0.07
H -35.71 5.56 -4.76 0.08
H -34.96 4.61 -6.95 0.10
H -36.14 3.62 -6.27 0.13
H -36.15 7.13 -9.85 0.06
H -34.48 6.46 -9.88 0.02
H -35.28 6.83 -8.32 0.06
C -30.50 9.18 -9.52 -0.06
C -30.10 10.64 -9.55 -0.27
O -30.89 11.51 -8.75 -0.27
S -30.61 11.64 -7.18 0.60
C -29.59 13.11 -7.26 -0.10
O -31.84 11.92 -6.48 -0.27
O -29.83 10.50 -6.77 -0.28
H -29.71 8.50 -9.84 0.08
H -31.42 9.01 -10.07 0.04
H -30.72 8.91 -8.49 0.08
H -29.03 10.71 -9.34 0.12
H -30.28 11.00 -10.57 0.12
H -29.23 13.34 -6.26 0.08
H -30.27 13.88 -7.63 0.07
H -28.85 12.82 -8.00 0.06
C -42.13 11.35 -13.35 -0.05
C -40.77 10.69 -13.14 -0.27
O -40.49 10.83 -11.74 -0.27
S -38.97 10.76 -11.23 0.61
C -38.46 9.16 -11.94 -0.11
O -38.17 11.76 -11.91 -0.30
O -38.97 10.61 -9.80 -0.27
H -42.92 10.82 -12.83 0.08
H -42.36 11.39 -14.41 0.08
H -42.07 12.34 -12.91 0.08
H -40.78 9.61 -13.33 0.11
H -39.94 11.04 -13.77 0.12
H -39.31 8.48 -11.88 0.07
H -37.69 8.70 -11.32 0.05
H -38.11 9.27 -12.96 0.07
C -36.48 15.27 -12.80 -0.07
C -36.65 14.71 -11.43 -0.28
O -35.62 15.29 -10.59 -0.28
S -35.82 15.09 -8.96 0.63
C -36.79 16.60 -8.65 -0.10
O -36.67 13.93 -8.79 -0.29
O -34.54 15.21 -8.33 -0.28
H -35.42 15.45 -13.01 0.08
H -36.96 16.23 -12.96 0.08
H -36.72 14.61 -13.63 0.08
H -37.66 14.83 -11.04 0.12
H -36.43 13.64 -11.41 0.09
H -36.64 17.33 -9.44 0.07
H -36.43 17.02 -7.71 0.06
H -37.78 16.18 -8.47 0.06
C -34.36 11.90 -14.62 -0.06
C -33.07 12.54 -14.08 -0.27
O -32.21 12.96 -15.13 -0.25
S -31.10 11.89 -15.61 0.62
C -29.84 12.20 -14.33 -0.09
O -31.65 10.57 -15.54 -0.28
O -30.61 12.40 -16.87 -0.28
H -35.12 11.77 -13.85 0.06
H -34.15 10.87 -14.90 0.06
H -34.74 12.35 -15.54 0.09
H -33.37 13.44 -13.53 0.12
H -32.70 11.87 -13.30 0.11
H -29.84 13.26 -14.10 0.07
H -28.92 11.97 -14.86 0.05
H -30.07 11.57 -13.47 0.06
```

Results
total charge	0
electronic energy	-6686.930604	Ha
SMILES string	CCOS(C)(=O)=O.CCOS(C)(=O)=O.CCOS(C)(=O)=O.CCOS(C)(=O)=O.CCOS(C)(=O)=O.CCOS(C)(=O)=O.CCOS(C)(=O)=O.CCOS(C)(=O)=O.CCOS(C)(=O)=O
relative energy (zero: lowest compared OMol25 entry of this formula, charge and spin)	2.3419	eV
2S+1	1
LUMO energy	0.02	eV

No. 5
Density functional theory data (wB97M-V/def2-TZVPD) for a 18-piece molecular cluster, H36O18 overall in a non-equilibrium geometry.

```
54
Properties=species:S:1:pos:R:3:nbo_charge:R:1
O -0.02 -3.78 0.24 -0.95
H 0.60 -3.18 0.67 0.47
H 0.29 -3.80 -0.67 0.49
O 4.21 -0.59 0.18 -0.94
H 4.37 -1.49 0.50 0.47
H 4.87 -0.06 0.65 0.48
O -2.22 -4.06 -3.56 -0.94
H -1.37 -4.34 -3.87 0.46
H -2.88 -4.13 -4.25 0.48
O 1.97 -3.41 -2.93 -0.94
H 2.39 -4.29 -2.94 0.46
H 2.67 -3.04 -2.36 0.48
O -0.89 0.88 1.21 -0.95
H -0.96 -0.06 1.06 0.47
H -1.58 1.14 1.83 0.47
O 2.37 -1.14 -5.01 -0.94
H 1.63 -1.68 -5.34 0.47
H 1.84 -0.35 -5.19 0.46
O 3.28 -1.56 3.60 -0.93
H 2.95 -1.53 4.50 0.46
H 2.44 -1.39 3.17 0.46
O 2.31 4.03 -0.28 -0.94
H 3.15 3.56 -0.39 0.46
H 1.80 3.29 -0.66 0.48
O -5.51 1.51 -2.03 -0.96
H -5.20 0.84 -1.44 0.48
H -5.28 2.41 -1.80 0.48
O 2.50 5.16 2.82 -0.95
H 2.26 4.98 1.89 0.49
H 1.62 5.42 3.13 0.46
O -3.69 1.48 1.22 -0.95
H -4.50 1.39 1.73 0.47
H -3.44 2.38 1.46 0.48
O -2.25 -5.93 1.43 -0.94
H -3.04 -5.43 1.22 0.46
H -1.59 -5.24 1.40 0.48
O 0.18 -3.16 -5.30 -0.96
H -0.37 -3.17 -4.50 0.47
H 1.07 -3.49 -5.02 0.49
O -2.09 0.98 -1.97 -0.95
H -2.91 0.75 -2.39 0.47
H -2.31 1.53 -1.20 0.48
O -1.70 0.57 5.28 -0.95
H -1.24 0.39 4.44 0.49
H -2.60 0.22 5.23 0.48
O 2.63 2.23 3.37 -0.96
H 2.90 2.00 4.27 0.46
H 2.13 3.06 3.39 0.49
O 0.99 3.74 -2.65 -0.93
H 1.57 3.13 -3.14 0.46
H 0.46 4.07 -3.38 0.47
O -1.78 3.07 4.20 -0.96
H -1.81 2.30 4.82 0.48
H -2.37 3.49 4.84 0.45
```

Results
total charge	0
electronic energy	-1375.817303	Ha
relative energy (zero: lowest compared OMol25 entry of this formula, charge and spin)	4.6153	eV
2S+1	1
LUMO energy	-0.29	eV

No. 6
Density functional theory data (wB97M-V/def2-TZVPD) for C41H46GeIrN2O4S5 as an isolated structure in a non-equilibrium geometry.

```
100
Properties=species:S:1:pos:R:3:lowdin_spin:R:1
Ir 0.13 -1.47 1.26 1.94
C -0.29 -4.76 1.35 0.01
C -0.21 -4.76 -0.16 0.03
S 0.04 -2.99 -0.66 0.18
C -1.65 -2.87 -1.41 0.01
C -2.79 -2.57 -0.43 0.01
S -2.26 -1.28 0.86 0.11
C -2.95 -1.43 2.58 0.01
C -2.23 -0.55 3.55 0.02
S -0.42 -0.90 3.53 0.20
C -0.48 -2.44 4.53 0.03
C 0.15 -3.64 3.91 0.02
S 0.70 -3.48 2.18 0.11
H 0.09 -5.73 1.74 0.00
H -1.34 -4.58 1.73 0.00
H -1.14 -5.11 -0.63 0.00
H 0.58 -5.36 -0.60 0.00
H -1.83 -3.80 -1.94 0.00
H -1.52 -1.99 -2.09 0.00
H -3.20 -3.35 0.19 0.00
H -3.63 -2.01 -0.98 0.00
H -2.91 -2.49 2.91 0.00
H -4.03 -1.20 2.64 0.00
H -2.56 -0.69 4.58 0.00
H -2.40 0.52 3.38 0.00
H -1.54 -2.66 4.74 0.00
H -0.03 -2.21 5.48 0.00
H -0.45 -4.55 4.04 0.00
H 1.09 -3.83 4.45 0.00
C 7.04 -5.66 6.30 0.00
C 6.21 -4.45 5.89 0.01
C 6.78 -3.35 5.25 0.00
C 6.05 -2.25 4.85 0.01
C 4.66 -2.32 5.07 0.01
C 4.03 -3.29 5.82 0.01
C 4.82 -4.41 6.19 0.00
S 3.57 -1.10 4.29 0.02
O 4.44 0.01 3.90 0.01
O 2.62 -0.91 5.36 0.04
N 2.64 -1.83 3.12 0.50
C 3.07 -1.72 1.83 0.05
C 4.42 -2.15 1.37 0.12
C 4.67 -2.17 0.00 0.01
C 3.76 -1.56 -0.88 0.11
C 2.60 -0.99 -0.39 0.05
N 2.17 -1.19 0.93 0.18
H 8.03 -5.38 6.72 0.00
H 7.19 -6.33 5.40 0.00
H 6.50 -6.30 7.01 0.00
H 7.84 -3.38 5.04 0.00
H 6.48 -1.34 4.46 0.00
H 2.93 -3.29 5.96 0.00
H 4.33 -5.30 6.60 0.00
H 5.13 -2.30 2.18 0.00
H 5.56 -2.63 -0.39 0.00
H 3.89 -1.40 -1.98 0.01
H 1.89 -0.46 -1.04 0.00
O 0.04 0.50 0.32 0.12
C -0.57 0.91 -0.76 0.01
O -1.00 0.21 -1.72 0.01
C -0.79 2.44 -0.83 0.00
C -2.22 2.79 -1.39 0.00
Ge -2.48 3.63 -3.14 0.02
C -4.33 3.37 -3.76 0.09
C -4.75 3.26 -5.12 0.05
C -6.01 2.88 -5.53 0.00
C -7.07 2.89 -4.63 0.05
C -6.78 3.10 -3.24 0.01
C -5.44 3.36 -2.83 0.03
C -1.13 2.99 -4.38 0.00
C 0.10 3.63 -4.51 0.00
C 1.18 3.02 -5.14 0.00
C 1.07 1.70 -5.60 0.00
C -0.16 1.03 -5.47 0.00
C -1.25 1.73 -4.96 0.00
C -2.16 5.62 -3.23 0.24
C -2.37 6.40 -2.13 0.04
C -1.91 7.75 -2.07 0.09
C -1.37 8.37 -3.23 0.20
C -1.35 7.61 -4.42 0.01
C -1.79 6.30 -4.43 0.15
H 0.01 2.79 -1.45 0.00
H -0.69 2.82 0.17 0.00
H -2.74 3.32 -0.59 0.00
H -2.73 1.88 -1.54 0.00
H -3.99 3.47 -5.88 0.00
H -6.17 2.71 -6.58 0.00
H -8.11 2.70 -4.88 0.00
H -7.62 3.06 -2.52 0.00
H -5.21 3.52 -1.77 0.00
H 0.27 4.56 -4.01 0.00
H 2.11 3.55 -5.35 0.00
H 1.90 1.14 -5.93 0.00
H -0.31 -0.01 -5.73 0.00
H -2.24 1.28 -5.11 0.00
H -2.81 5.94 -1.25 0.00
H -1.90 8.30 -1.15 0.00
H -0.82 9.28 -3.13 0.01
H -0.93 8.03 -5.29 0.00
H -1.77 5.79 -5.37 0.01
```

Results
total charge	+2
electronic energy	-6171.786143	Ha
⟨S²⟩	8.8126
relative energy (zero: lowest compared OMol25 entry of this formula, charge and spin)	0.6928	eV
2S+1	6
LUMO energy (spin up / spin down)	-4.36 / -8.98	eV

No. 7
Density functional theory data (wB97M-V/def2-TZVPD) for a 2-piece molecular cluster, C3H11NO overall.

```
16
Properties=species:S:1:pos:R:3:nbo_charge:R:1
C 0.79 0.41 -2.14 -0.62
C 0.11 -0.58 -1.22 -0.06
O -0.56 0.10 -0.16 -0.56
C -1.90 -0.30 0.04 -0.24
H 1.21 -0.13 -2.98 0.21
H 1.58 0.98 -1.66 0.21
H 0.05 1.09 -2.54 0.21
H -0.62 -1.13 -1.81 0.16
H 0.81 -1.28 -0.74 0.17
H -2.16 -0.03 1.07 0.19
H -2.57 0.23 -0.65 0.17
H -2.00 -1.38 -0.10 0.16
N 1.48 0.27 3.08 -1.08
H 1.75 1.05 2.51 0.36
H 1.01 -0.45 2.55 0.36
H 0.83 0.58 3.80 0.36
```

Results
total charge	0
electronic energy	-250.861810	Ha
SMILES string	CCOC.N
relative energy (zero: lowest compared OMol25 entry of this formula, charge and spin)	0.9479	eV
2S+1	1
LUMO energy	0.99	eV